a:
ORCA calculation (the ωB97M-V functional and the def2-TZVPD basis) on 3 unconnected molecules or ions with the total composition C4H12NO2.

Summary:
Lowest unoccupied orbital energy: -4.809 eV
HOMO-LUMO gap: 9.33 eV
Charge: +1

Cartesian coordinates (Å):
C -0.0206 -1.5614 -1.6067
C 0.2670 -0.1702 -1.1564
C 0.9554 0.7861 -1.7687
C -1.6416 -0.1862 0.3675
N -0.5698 0.3374 -0.0961
H 0.0796 -2.2658 -0.7857
H -1.0742 -1.6040 -1.8862
H 0.6377 -1.8042 -2.4131
H 1.1129 1.7575 -1.3192
H 1.5473 0.5676 -2.6482
H -2.4244 0.4051 0.8265
H -1.7578 -1.2649 0.3035
H -0.1881 1.1382 0.4316
H 0.3989 -3.0553 2.2389
H 1.2881 -1.8521 2.0930
O 0.3594 -2.1095 2.0521
H -0.0156 3.6784 1.3663
H 1.2785 2.8445 1.4495
O 0.3542 2.8102 1.1774

=====

b:
ORCA calculation (the ωB97M-V functional and the def2-TZVPD basis) on 3 unconnected molecules or ions with the total composition C4H12NO2.

Summary:
Lowest unoccupied orbital energy: -5.247 eV
HOMO-LUMO gap: 8.38 eV
Charge: +1

Cartesian coordinates (Å):
C 0.3453 0.9473 2.2683
C 0.1038 -0.1750 1.2536
C 0.8192 -1.3428 1.3563
C -1.5733 0.8900 -0.1877
N -0.6767 -0.1384 -0.0917
H 1.3790 1.2423 2.4857
H -0.2948 1.7867 2.0299
H -0.2663 0.7758 3.1950
H 0.7459 -2.1525 0.6871
H 1.4188 -1.4377 2.2546
H -1.5073 1.5230 -1.1376
H -1.7677 1.3328 0.7290
H -0.5903 -1.0910 -0.7146
H 0.8779 2.3845 -3.0184
H 0.5333 0.8572 -3.0223
O 0.5998 1.6639 -2.4507
H -0.5766 -2.2341 -2.4480
H 0.6413 -2.5908 -1.6024
O -0.2111 -2.2412 -1.5862

=====

c:
ORCA calculation (the ωB97M-V functional and the def2-TZVPD basis) on 2 unconnected molecules or ions with the total composition C4H12NO2.

Summary:
Lowest unoccupied orbital energy (alpha / beta): -4.448 / -4.478 eV
HOMO-LUMO gap (alpha / beta): 9.40 / 8.93 eV
Charge: +1

Cartesian coordinates (Å):
C -1.9415 1.0956 0.2676
C -1.4948 -1.3272 0.5484
C 3.1757 0.4960 -0.0495
C -0.0363 -0.1204 -0.8690
N -1.3901 -0.0917 -0.3580
O 2.4139 -0.4650 0.6564
O 1.1662 -0.0461 0.8676
H -2.6778 0.7593 0.9759
H -1.1791 1.5531 0.8077
H -2.2580 1.9443 -0.4089
H -2.2003 -1.2041 1.3187
H -1.7526 -2.1593 -0.1510
H -0.5740 -1.5396 1.0145
H 2.8293 0.5605 -1.0820
H 4.1551 0.0186 0.0064
H 3.0687 1.4342 0.5055
H 0.2200 -1.0761 -1.2366
H 0.3146 0.5918 -1.5757
H -1.8389 -0.4239 -1.2381

=====

Order of stability, best first: a, b, c

=====

a:
ORCA calculation (the ωB97M-V functional and the def2-TZVPD basis) on 2 unconnected molecules or ions with the total composition CH6N2S2.

Summary:
2S+1: 2
Lowest unoccupied orbital energy (alpha / beta): 3.940 / 3.680 eV
HOMO-LUMO gap (alpha / beta): 4.59 / 7.44 eV
Charge: -1

Cartesian coordinates (Å):
S 1.4873 0.0066 -0.2653
S 1.8737 -2.1679 -0.5823
H 2.5080 0.2957 0.5510
H 0.7248 -2.7478 -0.1742
N -2.2086 0.5212 -0.1219
C -2.0896 1.6687 0.5785
N -3.0029 2.4111 1.1044
H -3.0838 0.3745 -0.5789
H -1.4359 -0.0852 -0.2994
H -1.0376 1.8843 0.8426
H -2.6337 2.7392 1.9786

=====

b:
ORCA calculation (the ωB97M-V functional and the def2-TZVPD basis) on 2 unconnected molecules or ions with the total composition CH6N2S2.

Summary:
2S+1: 2
Lowest unoccupied orbital energy (alpha / beta): 3.029 / 3.028 eV
HOMO-LUMO gap (alpha / beta): 4.22 / 5.98 eV
Charge: -1

Cartesian coordinates (Å):
S 4.4437 1.0700 -1.4567
S 2.5149 1.3184 -2.9272
H 4.3516 2.3984 -1.3126
H 2.6269 0.1253 -3.5203
N -1.9916 0.3487 1.4705
C -1.9894 -1.0072 1.4709
N -2.5920 -1.6556 0.5559
H -1.6514 0.8973 2.2349
H -1.7909 0.7270 0.5592
H -1.5692 -1.5876 2.2959
H -2.3526 -2.6348 0.6295

=====

Order of stability, best first: b, a

=====

a:
ORCA calculation (the ωB97M-V functional and the def2-TZVPD basis) on a gas-phase ion, C10H20N3 (charge +1).

Summary:
Lowest unoccupied orbital energy: -4.429 eV
HOMO-LUMO gap: 7.86 eV
Charge: +1

Cartesian coordinates (Å):
C 3.0159 1.9093 -0.4710
N 3.1585 0.7823 -0.6084
C 3.2566 -0.5779 -0.7463
N 2.7349 -1.4451 0.2259
C 1.3358 -1.6958 0.1248
C 0.8883 -2.4814 1.3935
N 0.5776 -0.4478 -0.0537
C -0.6117 -0.2212 -0.3593
C -1.5697 -1.3307 -0.7430
C -3.0901 -1.0397 -0.5063
C -0.9348 1.2754 -0.5310
C -1.6655 1.8673 0.6663
C -1.3714 3.3716 0.7341
H 2.9460 2.8817 -0.1070
H 4.3336 -0.8490 -1.0910
H 2.7262 -0.8836 -1.8059
H 3.0264 -1.1461 1.1385
H 1.2473 -2.4023 -0.7264
H 1.3967 -2.1910 2.3325
H 1.1254 -3.5550 1.3181
H -0.1615 -2.4006 1.2745
H -1.2563 -1.5839 -1.8231
H -1.3547 -2.2384 -0.1228
H -3.5191 -0.1842 -0.9892
H -3.7109 -1.8635 -0.9402
H -3.1777 -0.7978 0.6233
H -1.4018 1.3628 -1.4397
H -0.0014 1.6979 -0.6607
H -1.3720 1.3040 1.5130
H -2.6957 1.7106 0.3927
H -0.2896 3.6511 0.6368
H -1.8511 3.7799 1.6325
H -1.7342 3.7411 -0.2815

=====

b:
ORCA calculation (the ωB97M-V functional and the def2-TZVPD basis) on a molecular structure, C10H20N3.

Summary:
Lowest unoccupied orbital energy: -2.704 eV
HOMO-LUMO gap: 10.00 eV
Charge: +1

Cartesian coordinates (Å):
C -2.5535 0.6149 0.2184
C 1.6354 -0.4322 0.2098
C -0.0670 1.0222 -0.8890
C 0.6325 -1.2431 0.9389
C -1.1054 0.2232 -0.2856
C 1.2538 0.9964 0.0850
C -3.8241 0.8105 -0.4239
C 1.0286 1.5667 1.4863
C 2.4159 1.8047 -0.6871
C -0.5417 -2.0679 -1.2352
N -1.9737 0.7330 1.3351
N 1.0841 -2.6023 1.0118
N -0.6653 -1.1600 0.0552
H 2.7103 -0.4067 0.6357
H 1.8556 -0.8755 -0.8651
H 0.0690 0.4910 -1.8325
H -0.3689 1.9979 -1.1139
H 0.4352 -0.8611 1.8785
H -4.1731 0.0940 -1.0143
H -3.7917 1.8238 -1.0122
H -4.5131 1.0149 0.4952
H 1.4216 0.9211 2.1866
H -0.0130 1.5357 1.6844
H 1.4184 2.5635 1.5606
H 2.0147 2.5877 -1.2560
H 2.7554 1.2625 -1.5136
H 3.2178 2.0125 -0.0027
H -1.4146 -1.7283 -1.8807
H 0.4233 -2.1203 -1.7830
H -0.8655 -3.0777 -0.8842
H 1.2110 -3.0092 1.9348
H 1.7239 -2.8943 0.3573
H -1.4359 -1.5977 0.6056

=====

Order of stability, best first: b, a

=====

a:
ORCA calculation (the ωB97M-V functional and the def2-TZVPD basis) on C18H23N3O2S in the gas phase.

Summary:
Lowest unoccupied orbital energy: 0.612 eV
HOMO-LUMO gap: 8.40 eV

Cartesian coordinates (Å):
C -1.5906 4.9901 2.7710
O -0.2638 4.8393 2.3300
C -0.0279 4.0832 1.2219
C -1.0009 3.4290 0.4763
C -0.6468 2.6804 -0.6339
C 0.6858 2.5534 -1.0116
N 1.0851 1.8108 -2.1276
C 0.6302 0.6076 -2.5686
S 1.2830 -0.0105 -3.9603
N -0.3463 0.0025 -1.8681
C -0.7193 -1.3711 -2.0750
C -0.4113 -2.2092 -0.8129
C -1.4169 -1.8559 0.2406
C -2.4239 -2.5848 0.8018
C -3.0814 -1.7213 1.7136
C -2.4268 -0.5339 1.6382
O -1.4199 -0.6030 0.7491
N 0.9344 -1.9075 -0.3297
C 1.2625 -2.5619 0.9290
C 1.7684 -3.9768 0.5798
C 2.2648 -3.8400 -0.8676
C 2.0053 -2.3590 -1.2077
C 1.6569 3.2366 -0.2768
C 1.3067 3.9881 0.8208
H -1.5373 5.6236 3.6549
H -2.0362 4.0277 3.0440
H -2.2139 5.4780 2.0145
H -2.0451 3.5026 0.7361
H -1.4250 2.2257 -1.2271
H 1.9116 2.1332 -2.6129
H -0.4952 0.3334 -0.9222
H -0.1795 -1.7424 -2.9488
H -1.7940 -1.4348 -2.2834
H -0.5552 -3.2745 -1.0634
H -2.6675 -3.6068 0.5952
H -3.9206 -1.9598 2.3339
H -2.5669 0.4004 2.1442
H 2.0654 -1.9806 1.3911
H 0.4112 -2.5743 1.6080
H 0.9550 -4.6991 0.6512
H 2.5575 -4.2899 1.2605
H 3.3198 -4.0851 -0.9685
H 1.7034 -4.4897 -1.5391
H 2.8869 -1.7602 -0.9615
H 1.7735 -2.1989 -2.2568
H 2.6925 3.1702 -0.5758
H 2.0524 4.5154 1.3938

=====

b:
ORCA calculation (the ωB97M-V functional and the def2-TZVPD basis) on C18H23N3O2S in the gas phase.

Summary:
Lowest unoccupied orbital energy: 0.532 eV
HOMO-LUMO gap: 8.96 eV

Cartesian coordinates (Å):
C -0.2105 -1.8126 2.7020
C -0.3696 -2.6463 1.6934
C -0.1645 -2.3264 0.2420
N 0.1727 -0.9383 0.0040
C 1.4488 -0.5553 -0.2278
O 2.3816 -1.3309 -0.3049
C 1.5915 0.9476 -0.3715
C 2.5696 1.5356 0.6542
C 4.0067 1.6771 0.1322
O 4.6039 2.7301 0.2142
N 4.5120 0.5584 -0.4078
C 5.8708 0.4678 -0.8935
C 6.6748 -0.5491 -0.0920
S -0.0865 1.6382 -0.1731
C -0.8174 0.0229 0.0463
N -2.0219 -0.3000 0.1627
C -3.1102 0.5464 0.2614
C -3.0851 1.7076 1.0312
C -4.2184 2.4882 1.1501
C -5.3833 2.1207 0.4992
C -5.4130 0.9614 -0.2578
C -4.2940 0.1549 -0.3803
C -4.3145 -1.0834 -1.2281
C -3.7192 -0.8084 -2.6101
H -0.3744 -2.1223 3.7189
H 0.0851 -0.7854 2.5667
H -0.6678 -3.6708 1.8671
H -1.0782 -2.5538 -0.3149
H 0.6617 -2.9267 -0.1539
H 1.9261 1.1896 -1.3851
H 2.2405 2.5379 0.9338
H 2.5847 0.9177 1.5561
H 3.9657 -0.2973 -0.3976
H 5.8539 0.1809 -1.9509
H 6.3086 1.4643 -0.8028
H 6.2111 -1.5315 -0.1547
H 6.7223 -0.2522 0.9528
H 7.6866 -0.6150 -0.4823
H -2.1799 1.9802 1.5527
H -4.1900 3.3845 1.7515
H -6.2691 2.7321 0.5855
H -6.3256 0.6720 -0.7594
H -3.7305 -1.8617 -0.7333
H -5.3418 -1.4345 -1.3404
H -4.2879 -0.0336 -3.1194
H -2.6893 -0.4710 -2.5173
H -3.7364 -1.7095 -3.2192

=====

Order of stability, best first: b, a

=====

a:
ORCA calculation (the ωB97M-V functional and the def2-TZVPD basis) on 2 unconnected molecules or ions with the total composition C2H4Br2.

Summary:
Lowest unoccupied orbital energy (alpha / beta): -0.806 / -3.220 eV
HOMO-LUMO gap (alpha / beta): 9.42 / 4.92 eV

Cartesian coordinates (Å):
C -0.1954 -0.0399 -0.2332
C 0.0916 1.0295 0.7216
Br -0.7561 2.6547 0.6044
Br 3.0571 2.5466 -0.4420
H 0.5576 -0.8217 -0.1671
H -1.1779 -0.4842 -0.0233
H -0.2517 0.3478 -1.2501
H 0.7743 0.9196 1.5462

=====

b:
ORCA calculation (the ωB97M-V functional and the def2-TZVPD basis) on C2H4Br2 in the gas phase.

Summary:
Lowest unoccupied orbital energy: 0.633 eV
HOMO-LUMO gap: 10.60 eV

Cartesian coordinates (Å):
Br -0.8891 1.4882 -1.4993
C 0.3406 0.6770 -0.1794
C -0.1142 -0.5993 0.4799
Br -0.9546 -1.8011 -0.7437
H 0.5160 1.5218 0.4868
H 1.2627 0.4302 -0.7056
H -0.8638 -0.5257 1.2678
H 0.7024 -1.1912 0.8934

=====

c:
ORCA calculation (the ωB97M-V functional and the def2-TZVPD basis) on C2H4Br2 in the gas phase.

Summary:
Lowest unoccupied orbital energy: 0.603 eV
HOMO-LUMO gap: 11.07 eV

Cartesian coordinates (Å):
Br 6.3511 -8.3022 -22.5020
C 4.6800 -7.3260 -22.0380
C 3.5691 -8.3386 -22.0780
Br 1.8843 -7.5429 -21.5310
H 4.5628 -6.5891 -22.8262
H 4.8301 -6.8560 -21.0757
H 3.7482 -9.1647 -21.3906
H 3.4376 -8.8039 -23.0505

=====

Order of stability, best first: c, b, a